Below is a cluster of 30 separate species, H60O30 in total in a non-equilibrium geometry, with properties calculated with wB97M-V/def2-TZVPD.

```
90
Properties=species:S:1:pos:R:3:forces:R:3
O 0.036553 0.058442 -0.618422 -0.041 0.526 0.179
O 0.863695 0.411544 1.959602 0.647 2.455 -0.851
O -0.813768 -1.780630 1.093804 -0.457 1.523 -2.140
O 1.415885 -2.089766 -1.055813 0.935 -0.633 -0.722
O -2.217844 0.702596 1.541965 -2.122 -0.877 -0.579
O 0.878083 2.875546 0.552663 0.925 -0.578 0.003
O -2.682153 0.114719 -2.134732 0.163 -0.411 -0.205
O 0.617594 1.123208 -3.356660 -0.482 0.529 -0.338
O 3.026225 -0.179336 -2.137553 -0.954 -0.176 -0.451
O -3.068851 2.338519 -0.342418 0.413 0.521 -0.704
O -1.041385 3.081969 -2.156731 -0.301 1.000 -1.659
O -0.898575 -3.468310 -2.224564 -1.760 0.677 0.001
O -1.353231 3.815323 1.652340 0.746 0.693 -0.986
O 3.368276 -1.498022 2.378043 0.673 -0.105 -0.361
O 0.558105 -0.114027 4.494518 -1.723 -0.217 2.010
O 2.677574 3.718781 -1.335511 -0.604 0.237 -0.446
O -0.916194 -3.279855 3.420663 -0.687 0.003 1.139
O -4.305121 -2.039288 -2.007804 -0.033 0.230 2.688
O 4.511982 1.033349 2.484606 0.489 -0.807 0.277
O -4.116338 -3.213943 0.747835 0.892 -0.345 -0.160
O 2.519749 3.340191 3.314726 -0.405 1.625 0.895
O 2.831300 -4.504245 -0.917476 -0.289 0.846 -0.106
O 5.454820 0.500075 -0.795315 -1.032 1.161 -1.214
O -4.384158 0.306053 3.413000 0.910 -0.140 0.570
O -5.606721 -0.444393 0.970400 -1.647 -1.241 -1.239
O 1.870262 -3.962491 3.710523 -1.155 -0.218 -1.541
O -0.255895 3.850542 4.292045 0.118 -1.537 -0.408
O -3.877527 1.912894 -3.875344 -0.586 1.375 -0.965
O 3.794996 1.172171 -4.420074 1.151 -0.330 -0.473
O -1.624623 1.567685 5.775242 1.210 -0.141 0.362
H 0.634538 0.796471 -0.783987 -0.191 0.112 -0.003
H -0.636205 0.092372 -1.298928 -0.333 0.125 -0.438
H 0.207129 -0.174465 1.568953 0.007 -0.033 -0.520
H 0.858759 1.329914 1.467382 -0.141 -2.300 0.985
H -0.867355 -2.304861 1.857359 -0.179 -1.074 2.052
H -1.435424 -1.022011 1.188712 0.295 -0.424 0.039
H 1.850721 -1.316425 -1.478981 -0.428 -0.578 0.257
H 0.697578 -1.768663 -0.515499 -0.315 0.473 0.496
H -2.868849 1.159810 0.944780 0.679 -0.716 0.755
H -1.539703 1.339372 1.510951 1.866 1.170 0.157
H 1.549803 3.200262 -0.058098 0.368 -0.113 -0.219
H 0.115809 3.394905 0.333149 -1.045 0.371 0.354
H -3.107055 0.435694 -1.333411 0.092 0.331 0.194
H -3.151790 -0.725984 -2.302347 0.134 0.117 0.087
H 1.475971 0.797922 -3.061334 0.291 -0.417 0.110
H 0.294710 0.576766 -4.081491 0.268 -0.154 0.195
H 3.440526 0.042092 -1.304722 0.778 0.254 0.162
H 3.695866 -0.266573 -2.827019 0.014 0.333 0.267
H -3.836286 2.886225 -0.520959 -0.089 0.138 -0.195
H -2.359756 2.629147 -0.994879 -0.606 -0.300 0.378
H -0.622722 2.325752 -2.611668 0.232 -0.162 0.354
H -1.211663 3.683967 -2.940977 0.020 -0.876 1.555
H -0.029865 -3.164912 -2.005924 1.400 0.282 0.284
H -1.433606 -2.679153 -1.977662 0.341 -0.939 -0.274
H -1.301877 3.486811 2.546413 -0.238 0.042 0.783
H -2.158726 3.604256 1.199448 -0.797 -0.435 0.196
H 3.873001 -2.224327 1.933330 -1.514 0.836 0.291
H 2.487040 -1.297811 1.988827 0.893 -0.595 0.023
H 0.721195 0.156805 3.597288 0.173 0.387 -1.120
H -0.362741 0.195815 4.709386 1.404 -0.278 -0.289
H 3.604689 3.674859 -1.126326 0.615 0.063 -0.017
H 2.541493 4.443428 -1.964802 0.199 -0.297 0.328
H -1.384947 -4.114162 3.198795 0.308 0.839 0.754
H -1.189898 -2.924613 4.320457 0.275 -0.911 -1.753
H -4.767217 -2.533727 -2.638812 -0.893 -1.092 -1.809
H -4.653943 -2.420200 -1.150505 0.905 0.579 -0.791
H 5.088180 0.995471 3.260579 -0.035 0.616 -0.058
H 4.263685 0.078308 2.463318 -0.624 0.276 -0.400
H -3.212899 -2.858253 0.572572 -0.714 -0.372 0.272
H -3.974179 -4.160445 0.952887 -0.077 0.773 -0.267
H 2.428880 4.021339 2.639971 0.135 -0.357 -0.199
H 2.715022 2.527065 2.886177 0.409 -1.224 -0.761
H 2.075045 -5.099239 -1.042875 0.270 0.567 0.073
H 2.480476 -3.563388 -0.947885 -0.006 -1.484 0.085
H 5.620895 0.779086 0.085338 0.163 0.334 1.515
H 5.845590 -0.339980 -0.899440 0.779 -1.498 -0.045
H -4.711754 -0.092087 2.602150 -0.169 -0.228 -0.077
H -3.431223 0.072933 3.429428 -0.853 0.376 -0.231
H -5.371460 0.375615 0.532764 -0.220 0.144 -0.277
H -6.347873 -0.880990 0.423224 1.854 1.207 1.311
H 0.957579 -3.606690 3.659825 0.689 -0.223 -0.083
H 2.122590 -3.828309 4.596923 0.591 0.342 1.601
H 0.602904 3.999720 3.821820 -0.830 -0.819 0.744
H -0.360334 2.855131 4.438970 0.613 1.988 -0.111
H -4.829494 1.750154 -3.865093 0.542 -0.331 0.217
H -3.387422 1.268896 -3.374140 -0.002 -0.882 0.709
H 3.131048 1.825352 -4.645564 0.075 0.199 -0.220
H 4.583364 1.285595 -4.999050 -1.133 0.135 0.518
H -1.268398 1.597206 6.681040 -0.152 0.022 -0.570
H -2.563560 1.553214 5.867966 -1.086 0.039 0.050
```
Positions in Å, forces in eV/Å.

## Properties
E_LUMO, Ha: -0.00992
Total energy, eV: -62401.9886
Total charge: 0
Relative energy (zero: lowest compared OMol25 entry of this formula, charge and spin), eV: 3.2802
Frontier orbital gap, Eh: 0.3533
HOMO energy, eV: -9.88